(1)
8
Properties=species:S:1:pos:R:3:mulliken_charge:R:1 method="wB97M-V/def2-TZVPD" mol_weight_g_mol=103.0 total_energy_ha=-815.3025 total_charge=0 gap_ev=6.74
C -2.145 0.101 0.665 -0.18
C -0.237 -0.128 -0.637 -0.27
N -1.378 0.025 -0.216 -0.05
P 0.960 -0.714 0.457 -0.10
P 2.497 0.367 -0.368 -0.14
H -3.122 0.174 1.058 0.33
H -0.065 0.107 -1.687 0.39
H 3.492 0.067 0.727 0.03

***

(2)
8
Properties=species:S:1:pos:R:3:mulliken_spin:R:1 method="wB97M-V/def2-TZVPD" spin_multiplicity=3 mol_weight_g_mol=103.0 total_energy_ha=-815.2976 total_charge=0 gap_ev="8.13 / 6.59"
C -1.847 -0.035 0.059 0.04
C -0.320 0.871 -0.214 0.02
N -2.563 -0.917 0.089 0.03
P 1.831 -1.158 -0.300 0.98
P 0.798 0.037 0.981 0.93
H -0.239 0.605 -1.201 -0.01
H -0.616 1.876 -0.060 0.00
H 2.956 -1.281 0.647 0.01

***

(3)
7
Properties=species:S:1:pos:R:3:mulliken_charge:R:1 method="wB97M-V/def2-TZVPD" mol_weight_g_mol=73.1 total_energy_ha=-530.8482 total_charge=0 gap_ev=9.20
C -0.061 1.267 0.038 -0.08
C -0.075 -0.905 -0.044 -0.26
N -0.871 0.308 -0.067 -0.38
S 1.678 -0.007 -0.021 -0.22
H -0.147 2.314 -0.101 0.37
H -0.117 -1.220 0.922 0.27
H -0.408 -1.755 -0.727 0.30

***

(4)
7
Properties=species:S:1:pos:R:3:mulliken_spin:R:1 method="wB97M-V/def2-TZVPD" spin_multiplicity=3 mol_weight_g_mol=73.1 total_energy_ha=-530.7907 total_charge=0 gap_ev="7.75 / 8.56"
C 2.304 0.548 -0.013 0.62
C -0.066 -0.493 0.275 0.85
N 1.041 0.387 -0.160 -0.01
S 3.730 -0.199 0.069 0.47
H 0.019 -1.124 1.036 0.04
H -0.973 -0.024 0.205 0.03
H 0.717 1.112 -0.811 0.00

***

(5)
8
Properties=species:S:1:pos:R:3:mulliken_charge:R:1 method="wB97M-V/def2-TZVPD" mol_weight_g_mol=105.2 total_energy_ha=-929.0628 total_charge=0 gap_ev=8.50
C -0.919 -0.456 0.884 -0.19
C 1.094 0.283 -0.345 0.41
N 0.147 -0.835 0.356 -0.44
S 1.088 1.779 0.148 -0.26
S 2.091 -0.432 -1.636 -0.18
H -1.613 -1.091 1.174 0.33
H -1.193 0.595 0.847 0.15
H 2.339 0.730 -2.301 0.17

***

(6)
8
Properties=species:S:1:pos:R:3:mulliken_charge:R:1 method="wB97M-V/def2-TZVPD" mol_weight_g_mol=105.2 total_energy_ha=-929.0039 total_charge=0 gap_ev="6.93 / 6.93"
C 0.403 1.305 -0.288 -0.02
C -1.043 -1.069 0.173 -0.73
N 1.444 0.675 -0.126 -0.13
S -1.346 0.586 0.308 -0.12
S 2.097 -0.706 0.063 -0.10
H 0.396 2.401 -0.364 0.34
H -0.705 -1.556 0.994 0.45
H -1.247 -1.636 -0.759 0.31

***

Relative energy (zero: lowest compared OMol25 entry of this formula, charge and spin)
In order: 77.3, 17.1, 54.3, 33.4, 34.2, 71.1
Unit: kcal/mol